Entry 1:
2 unconnected molecules or ions with the total composition C3H7BrN2O at a distorted geometry. Source: the Open Molecules 2025 dataset; level of theory: ωB97M-V/def2-TZVPD.

```
! RIJCOSX wB97M-V def2-TZVPD def2/J DEFGRID3
* xyz 0 1
C -0.4434 2.0062 -0.2227
C 1.1591 -0.8784 -0.2246
C -0.3327 -1.1702 -0.3693
N -1.2450 2.5699 0.6149
N -1.0954 -0.1833 0.3320
O 0.3447 2.1708 -1.0755
Br -2.8967 -0.1581 -0.0842
H 1.7265 -1.7060 -0.6434
H 1.4214 0.0308 -0.7525
H 1.4232 -0.7599 0.8245
H -0.5865 -1.2498 -1.4379
H -0.5520 -2.1472 0.0937
H -1.8491 1.9819 1.1739
H -1.3465 3.5799 0.6664
*
```

The calculation puts the LUMO energy (spin up / spin down) at -0.0041 / -0.0052 hartree. The value obtained for the relative energy (zero: lowest compared OMol25 entry of this formula, charge and spin) is 195.6 kJ/mol. For the largest force on an atom, the calculation gives 0.0667 Eh/bohr. The value obtained for the molecular weight is 167.01 u. As for the frontier orbital gap (spin up / spin down): 7.64 / 7.52 eV.

Entry 2:
A molecular structure, C49H50N5O2SSiSm at a distorted geometry. Source: the Open Molecules 2025 dataset; level of theory: ωB97M-V/def2-TZVPD.

```
! RIJCOSX wB97M-V def2-TZVPD def2/J DEFGRID3
* xyz 0 6
Sm -14.7809 -18.4371 -7.0854
N -10.7351 -20.1619 -7.8315
C -11.7400 -19.7637 -7.0971
O -12.7354 -19.0586 -7.6030
C -11.7362 -19.9816 -5.5819
C -12.8189 -19.1229 -4.9022
H -10.6892 -19.9039 -8.8185
H -10.0997 -20.9558 -7.5572
H -10.7415 -19.7453 -5.2666
H -11.9218 -21.0482 -5.4039
H -12.5687 -18.0907 -4.6887
H -13.1685 -19.6660 -4.0332
N -14.7839 -17.6693 -9.4316
S -13.2643 -16.8801 -9.6758
C -13.5222 -15.3727 -10.5840
C -13.0476 -14.1269 -10.1658
C -13.2412 -12.9660 -10.9594
C -14.0899 -13.0613 -12.0712
C -14.5759 -14.3134 -12.5039
C -14.2271 -15.4817 -11.7747
C -12.3182 -17.9544 -10.8002
C -11.1732 -17.4910 -11.5445
C -10.3570 -18.3680 -12.1943
C -10.7584 -19.7062 -12.4304
C -11.9583 -20.1211 -11.8387
C -12.7558 -19.2359 -11.0648
H -15.5534 -17.0825 -9.8600
H -12.4806 -14.1154 -9.2278
H -12.6910 -12.0233 -10.7175
H -14.2342 -12.1545 -12.6284
H -15.1510 -14.4144 -13.4523
H -14.4336 -16.5039 -12.1307
H -10.9992 -16.4198 -11.4706
H -9.3978 -17.9572 -12.5566
H -10.1535 -20.3745 -13.0517
H -12.2868 -21.1582 -12.0207
H -13.7467 -19.5896 -10.6998
C -18.8018 -17.4967 -5.1112
C -18.2360 -16.9911 -6.4173
C -19.3486 -16.2176 -7.1228
C -17.5286 -18.0159 -7.2636
H -19.8063 -17.9143 -5.2857
H -18.9047 -16.6969 -4.3714
H -18.2068 -18.3326 -4.7476
H -17.4529 -16.2069 -6.1009
H -20.2118 -16.8463 -7.4149
H -18.9368 -15.6773 -7.9923
H -19.7448 -15.4698 -6.4381
H -17.3433 -17.8290 -8.3233
H -17.7651 -19.0638 -7.1047
O -14.6183 -16.5533 -5.9689
Si -14.2679 -15.2850 -5.0112
C -12.4062 -15.0691 -4.9655
C -11.5421 -15.6285 -5.8901
C -10.1852 -15.2543 -5.9645
C -9.7573 -14.2836 -5.0662
C -10.6123 -13.7797 -4.0518
C -11.9464 -14.1978 -3.9786
C -15.2579 -13.7030 -5.4446
C -15.5990 -12.8642 -4.4269
C -16.4210 -11.7571 -4.5969
C -16.9334 -11.4007 -5.8670
C -16.5896 -12.2607 -6.9196
C -15.7209 -13.3652 -6.7218
C -14.8559 -15.7473 -3.2543
C -13.9595 -16.1784 -2.3100
C -14.3534 -16.3337 -0.9517
C -15.6392 -16.0597 -0.5411
C -16.5744 -15.8013 -1.5620
C -16.1962 -15.6918 -2.8784
H -11.9390 -16.3196 -6.6402
H -9.4717 -15.7696 -6.6048
H -8.7976 -13.7902 -5.1253
H -10.2979 -13.0573 -3.3242
H -12.6728 -13.7817 -3.2444
H -15.3275 -13.1938 -3.4309
H -16.7261 -11.1497 -3.7083
H -17.4670 -10.5048 -5.9895
H -17.0702 -12.1374 -7.8835
H -15.4589 -14.0583 -7.5012
H -12.9516 -16.4591 -2.5840
H -13.5923 -16.5972 -0.1976
H -15.9359 -16.2005 0.5158
H -17.6432 -15.6421 -1.2571
H -16.8763 -15.5276 -3.7372
N -19.6727 -22.7834 -3.7393
C -20.8713 -23.5004 -3.8203
C -21.8408 -23.9364 -2.9264
C -23.1026 -24.4139 -3.4119
C -23.2421 -24.6227 -4.7909
C -22.2188 -24.3635 -5.6816
C -21.0662 -23.7410 -5.2138
N -19.9763 -23.3753 -5.8913
C -19.1361 -22.8249 -5.0167
C -17.9242 -22.1728 -5.4893
C -17.6855 -22.1151 -6.8538
C -16.6019 -21.3998 -7.3316
N -15.7476 -20.7366 -6.5247
C -15.8573 -21.0291 -5.2112
C -16.8988 -21.7082 -4.6556
H -19.2437 -22.4460 -2.8736
H -21.7367 -23.8281 -1.8379
H -23.8624 -24.6919 -2.7117
H -24.1757 -25.0574 -5.1977
H -22.3045 -24.5826 -6.7312
H -18.3629 -22.5928 -7.5790
H -16.3801 -21.3513 -8.4008
H -15.0652 -20.6720 -4.5332
H -16.9317 -21.9030 -3.5382
*
```

The calculation puts the LUMO energy (spin up / spin down) at -0.0140 / -0.0139 hartree. For the largest force on an atom, the calculation gives 0.1024 Eh/bohr. The value obtained for the molecular weight is 951.49 u. As for the frontier orbital gap (spin up / spin down): 4.75 / 4.79 eV. As for the expectation value of S²: 8.766.

Entry 3:
2 unconnected molecules or ions with the total composition C2H9NS2 at a distorted geometry. Source: the Open Molecules 2025 dataset; level of theory: ωB97M-V/def2-TZVPD.

```
! RIJCOSX wB97M-V def2-TZVPD def2/J DEFGRID3
* xyz 0 1
C 0.7345 0.3957 -1.5722
N 0.2062 -0.9485 -1.4931
C 0.5137 -1.5480 -0.1571
H 0.5095 0.8011 -2.5619
H 1.8261 0.3960 -1.5502
H 0.4044 1.0946 -0.7926
H -0.7992 -0.8696 -1.5739
H 0.3705 -0.7626 0.5853
H -0.1922 -2.3566 0.0173
H 1.5167 -1.9528 -0.2325
S -0.6176 1.8207 3.2173
S -1.6419 1.9240 1.3931
H -0.0379 0.6469 2.9065
H -2.7928 1.3591 1.8139
*
```

The calculation puts the LUMO energy at 0.0053 hartree. The value obtained for the relative energy (zero: lowest compared OMol25 entry of this formula, charge and spin) is 83.6 kJ/mol. For the largest force on an atom, the calculation gives 0.0361 Eh/bohr. The value obtained for the molecular weight is 111.23 u. As for the frontier orbital gap: 9.09 eV. Its SMILES is CNC.SS.

Entry 4:
3 unconnected molecules or ions with the total composition C4H9NO2 at a distorted geometry. Source: the Open Molecules 2025 dataset; level of theory: ωB97M-V/def2-TZVPD.

```
! RIJCOSX wB97M-V def2-TZVPD def2/J DEFGRID3
* xyz 0 1
C -2.0863 -0.0005 -0.4639
C -0.5887 0.1715 -0.3167
O -0.2832 1.4403 0.2848
C 0.0751 -0.8707 0.5489
C 2.0668 -0.6878 -0.1912
O 2.7830 -1.6285 -0.3471
N 2.4150 0.6463 -0.0070
H -2.5591 0.0592 0.5187
H -2.3177 -0.9683 -0.9232
H -2.5022 0.7804 -1.1120
H -0.1564 0.1232 -1.3266
H -0.6401 2.1259 -0.2928
H -0.2833 -0.7129 1.6115
H -0.2619 -1.8737 0.2751
H 2.7151 0.1788 1.4203
H 1.6241 1.2168 0.3214
*
```

The calculation puts the LUMO energy at -0.0180 hartree. The value obtained for the relative energy (zero: lowest compared OMol25 entry of this formula, charge and spin) is 544.1 kJ/mol. For the largest force on an atom, the calculation gives 0.0977 Eh/bohr. The value obtained for the molecular weight is 103.12 u. As for the frontier orbital gap: 8.20 eV.

Entry 5:
C12H14BrP in the gas phase at a distorted geometry. Source: the Open Molecules 2025 dataset; level of theory: ωB97M-V/def2-TZVPD.

```
! RIJCOSX wB97M-V def2-TZVPD def2/J DEFGRID3
* xyz 0 1
C -2.0112 0.4611 1.6297
C -2.5075 0.3798 0.4002
Br -4.2546 -0.4043 0.2652
C -1.9091 0.9119 -0.8227
C -2.7994 2.0685 -1.1547
C -0.8798 0.3148 -1.4438
P -0.0007 -1.3126 -1.3374
C -0.8217 -1.9981 0.1452
C 1.4549 -0.6580 -0.5148
C 1.6277 0.6818 -0.1177
C 2.8646 0.9776 0.5004
C 3.7598 -0.0336 0.8313
C 3.5922 -1.2577 0.3085
C 2.4464 -1.6049 -0.3507
H -2.5025 0.2329 2.5551
H -1.0835 0.8666 1.9184
H -3.7738 1.8271 -1.7134
H -2.2634 2.7619 -1.8735
H -3.0003 2.5152 -0.2695
H -0.3446 0.8486 -2.3750
H -1.7650 -1.6617 0.2536
H -0.8756 -3.0376 0.2512
H -0.3666 -1.8220 1.1462
H 0.9067 1.3387 -0.3405
H 3.1368 2.0324 0.9216
H 4.6889 0.0563 1.3790
H 4.3092 -1.9467 0.5016
H 2.3723 -2.5383 -0.6933
*
```

The calculation puts the LUMO energy at 0.0269 hartree. The value obtained for the relative energy (zero: lowest compared OMol25 entry of this formula, charge and spin) is 161.0 kJ/mol. For the largest force on an atom, the calculation gives 0.1054 Eh/bohr. The value obtained for the molecular weight is 269.12 u. As for the frontier orbital gap: 9.40 eV. Its SMILES is C=C(Br)/C(C)=C\P(C)c1ccccc1.

Among the records above, which one has the lowest largest force on an atom? C2H9NS2

Please write out number 5 again, unchanged.
C12H14BrP in the gas phase at a distorted geometry. Source: the Open Molecules 2025 dataset; level of theory: ωB97M-V/def2-TZVPD.

```
! RIJCOSX wB97M-V def2-TZVPD def2/J DEFGRID3
* xyz 0 1
C -2.0112 0.4611 1.6297
C -2.5075 0.3798 0.4002
Br -4.2546 -0.4043 0.2652
C -1.9091 0.9119 -0.8227
C -2.7994 2.0685 -1.1547
C -0.8798 0.3148 -1.4438
P -0.0007 -1.3126 -1.3374
C -0.8217 -1.9981 0.1452
C 1.4549 -0.6580 -0.5148
C 1.6277 0.6818 -0.1177
C 2.8646 0.9776 0.5004
C 3.7598 -0.0336 0.8313
C 3.5922 -1.2577 0.3085
C 2.4464 -1.6049 -0.3507
H -2.5025 0.2329 2.5551
H -1.0835 0.8666 1.9184
H -3.7738 1.8271 -1.7134
H -2.2634 2.7619 -1.8735
H -3.0003 2.5152 -0.2695
H -0.3446 0.8486 -2.3750
H -1.7650 -1.6617 0.2536
H -0.8756 -3.0376 0.2512
H -0.3666 -1.8220 1.1462
H 0.9067 1.3387 -0.3405
H 3.1368 2.0324 0.9216
H 4.6889 0.0563 1.3790
H 4.3092 -1.9467 0.5016
H 2.3723 -2.5383 -0.6933
*
```

The calculation puts the LUMO energy at 0.0269 hartree. The value obtained for the relative energy (zero: lowest compared OMol25 entry of this formula, charge and spin) is 161.0 kJ/mol. For the largest force on an atom, the calculation gives 0.1054 Eh/bohr. The value obtained for the molecular weight is 269.12 u. As for the frontier orbital gap: 9.40 eV. Its SMILES is C=C(Br)/C(C)=C\P(C)c1ccccc1.